[1]
Molecular formula: C5H8N2O2
Method: DFT, ωB97M-V/def2-TZVPD

XYZ file:
```
17
Properties=species:S:1:pos:R:3:forces:R:3
C 0.4108 0.2287 -1.5325 0.1 -0.1 -0.1
N -0.3734 0.0344 -0.3168 -2.0 7.0 1.3
C 0.2680 -2.3114 -0.2236 0.9 1.2 2.0
C 0.0300 -0.5179 0.7695 1.0 -6.6 -1.4
C -0.8451 1.6684 0.4082 0.1 -1.7 -2.3
C -0.0107 2.6413 0.7088 0.3 -0.5 -0.3
O -0.6335 -3.1576 0.2960 -0.3 -0.1 -0.1
N 0.0491 -0.6975 1.9793 0.3 0.5 0.7
O 1.1324 -2.6485 -0.9858 -0.3 0.1 -0.2
H -0.4893 -4.0502 -0.0762 0.1 0.3 0.0
H -0.0886 0.0703 2.6229 -0.2 0.3 -0.1
H -1.9198 1.7603 0.3093 0.1 -0.1 0.1
H -0.0543 1.0234 -2.1115 -0.1 0.0 0.1
H 1.4444 0.5030 -1.3173 0.0 -0.1 -0.1
H 0.3779 -0.6873 -2.1205 0.1 0.1 0.1
H 1.0605 2.4790 0.7447 0.0 0.0 -0.1
H -0.3584 3.6617 0.8455 -0.1 -0.2 0.4
```
Forces are in eV/Å.

Properties
HOMO energy	-0.29443	Eh
multiplicity	1

Results of the Mulliken charge analysis, in e, for atoms 1 through 4: -0.83, -0.13, 0.28, 0.57

=====

[2]
Molecular formula: C5H8N2O3
Method: DFT, ωB97M-V/def2-TZVPD

XYZ file:
```
18
Properties=species:S:1:pos:R:3:forces:R:3
O 3.3321 -2.3125 -2.3539 0.1 -0.1 0.1
C 2.4670 -1.2659 -2.6800 -0.2 0.3 -0.2
C 0.9494 -1.5943 -2.6815 -0.3 -0.1 -0.3
N 0.7829 -0.6341 -1.5921 0.7 -0.3 0.0
C 2.2116 -0.3257 -1.4836 0.2 0.2 0.4
C -0.3245 -0.2388 -0.9895 -2.6 0.6 -0.5
O -1.4652 -0.4764 -1.3925 1.2 -0.3 0.4
C -0.1867 0.6717 0.1942 1.6 2.0 3.5
N 0.1595 1.7466 0.6620 -0.4 -1.1 -0.1
H 3.6051 -2.7707 -3.1540 0.0 0.0 0.0
H 2.7944 -0.7410 -3.5874 -0.1 -0.1 0.2
H 0.3934 -1.3304 -3.5907 0.1 -0.1 0.2
H 0.7194 -2.6261 -2.3824 0.1 0.3 -0.1
H 2.6553 -0.6861 -0.5469 0.0 0.1 -0.2
H 2.4514 0.7328 -1.6348 -0.1 -0.2 0.1
O -0.1775 -0.1495 1.8673 -1.0 -0.9 -2.2
H 0.1352 -1.0099 1.5330 0.6 0.0 1.4
H 0.2219 1.2089 1.9608 -0.1 -0.2 -2.8
```
Forces are in eV/Å.

Properties
HOMO energy	-0.34942	Eh
multiplicity	1

Results of the Mulliken charge analysis, in e, for atoms 1 through 4: -0.54, 0.29, -0.70, 0.15

=====

[3]
Molecular formula: C5H8N2O4
Method: DFT, ωB97M-V/def2-TZVPD

XYZ file:
```
19
Properties=species:S:1:pos:R:3:forces:R:3
C 0.4060 -0.0716 -1.4308 1.9 0.3 0.4
C -1.0083 -0.1314 -0.7925 -0.1 -2.3 -2.7
C -0.8706 0.0720 0.7222 0.6 -2.0 2.5
C 1.3286 -0.6982 -0.2953 -2.2 6.3 1.4
C -0.7177 1.5175 1.0453 1.2 5.0 1.4
H 0.9988 -0.5190 -3.3249 -1.9 -3.9 3.9
H 0.6728 1.0769 -1.8873 -0.4 -3.5 1.3
H -1.7151 0.3697 -1.4655 -0.1 0.7 1.0
H -1.1302 -1.1923 -1.1974 -0.8 0.7 1.7
H -1.7003 -0.1170 1.7847 2.3 -0.7 -4.0
H 1.2621 -1.6828 -0.3662 1.5 -4.3 -1.5
H 2.2229 -0.1101 -0.1209 0.5 -0.8 -0.3
H -1.7540 2.7622 2.3690 -0.5 -3.5 -3.5
N 0.4843 -0.6156 0.9315 0.1 -0.5 1.5
N 0.7466 -1.6563 1.8921 -0.6 1.8 -0.1
O 0.5997 -1.2171 -2.4123 1.2 6.2 -4.6
O 1.8977 -2.0302 1.9526 -1.5 0.6 -1.1
O -1.9286 1.8810 1.6704 1.9 3.4 2.6
O 0.2054 2.3623 0.9253 -3.0 -3.6 0.1
```
Forces are in eV/Å.

Properties
HOMO energy	-0.34407	Eh
multiplicity	1

Results of the Mulliken charge analysis, in e, for atoms 1 through 4: 0.41, -1.14, 0.40, -1.11

=====

[4]
Molecular formula: C5H8N2S
Method: DFT, ωB97M-V/def2-TZVPD

XYZ file:
```
16
Properties=species:S:1:pos:R:3:forces:R:3
C -0.0801 -0.5934 -0.4445 -2.2 -0.2 0.0
C 1.2181 -0.1134 -0.5828 1.8 0.6 0.0
C -2.2586 1.4783 -0.3606 0.0 -0.6 0.1
C -2.1743 -1.7853 -0.1707 -1.0 -1.0 0.1
C 1.9735 0.0255 0.7253 0.1 0.0 -0.2
N -0.9713 -1.3659 -0.3321 1.4 0.9 0.0
N 1.6353 0.2078 -1.7443 -0.2 -0.2 -0.3
S -3.3697 0.3260 -0.0718 0.0 0.4 0.0
H -1.7912 2.0184 0.4494 0.1 0.1 0.1
H -2.0037 1.7616 -1.3692 0.1 0.2 -0.2
H -2.6871 -2.1829 -1.0302 0.0 0.0 -0.2
H -2.4464 -2.1720 0.7981 0.0 0.0 0.1
H 2.4894 -0.9093 0.9451 0.0 0.0 0.0
H 2.7175 0.8148 0.6333 0.0 0.0 0.0
H 1.3064 0.2503 1.5535 0.0 0.0 0.0
H 2.5839 0.5750 -1.7584 0.0 0.0 0.3
```
Forces are in eV/Å.

Properties
HOMO energy	-0.28781	Eh
multiplicity	1

Results of the Mulliken charge analysis, in e, for atoms 1 through 4: 0.44, 0.20, -0.60, -0.48

=====

[5]
Molecular formula: C5H8N2S
Method: DFT, ωB97M-V/def2-TZVPD

XYZ file:
```
16
Properties=species:S:1:pos:R:3:forces:R:3
C 2.6748 0.0989 -0.7121 5.8 2.6 0.5
C 1.4506 0.0668 -0.0245 -2.5 -0.6 2.6
C 1.1336 -1.1822 0.8555 -3.3 1.8 1.4
C 0.1910 -0.9455 -0.3347 3.9 0.4 1.6
N -0.8376 -0.1253 -0.0052 -1.5 5.5 1.5
S -2.4877 -0.1510 -0.1379 -1.0 0.2 -2.1
C -0.3335 1.2183 0.3711 1.9 0.0 0.9
N 0.9847 1.3684 0.3694 -4.4 -1.6 -0.3
H 2.7363 -0.9147 -1.0275 1.1 -0.5 -1.8
H 3.6883 0.1802 0.1180 -3.0 -0.1 -2.2
H 2.8475 1.1338 -1.3866 -0.7 -3.5 1.2
H 0.5533 -1.2258 1.8964 1.5 0.9 -2.2
H 1.7809 -1.9829 0.8176 1.5 -1.5 -0.5
H 0.1611 -1.6631 -1.0909 -0.4 -0.7 -1.4
H -2.6686 0.5999 -1.3750 0.2 -1.2 1.6
H -1.0228 2.0491 0.7718 0.8 -1.8 -0.9
```
Forces are in eV/Å.

Properties
SMILES	C[C@]12C[C@H]1N(S)C=N2
HOMO energy	-0.31838	Eh
multiplicity	1

Results of the Mulliken charge analysis, in e, for atoms 1 through 4: -1.12, 0.96, -0.89, -0.22

=====

[6]
Molecular formula: C5H8N2S
Method: DFT, ωB97M-V/def2-TZVPD

XYZ file:
```
16
Properties=species:S:1:pos:R:3:forces:R:3
C -0.3011 -1.8383 -1.2017 -1.7 -0.9 -1.6
C 1.9080 -0.8247 -0.3140 -2.8 3.2 3.4
C 1.0221 0.3989 1.2936 5.3 2.2 3.8
C -0.0733 -0.3255 0.7203 -3.8 -0.1 2.0
C -1.1908 0.6785 0.6889 -3.9 -0.1 -1.8
H -1.7264 -1.5835 -0.7643 4.6 -1.3 -1.5
H 0.3258 -3.3165 -0.8850 -2.1 3.8 -1.0
H -0.2861 -1.5642 -2.6793 0.0 -1.1 4.7
H 2.5751 -1.3145 -0.9089 1.3 -1.3 -1.9
H 1.2021 1.5139 1.2042 -1.5 -0.9 0.0
H 1.1486 0.1687 2.4154 -0.2 0.6 -1.6
H -0.5787 -1.0074 1.5514 1.5 0.0 -1.8
H -1.9894 0.5436 1.5293 1.9 0.7 -0.9
N 0.4507 -0.8755 -0.4562 1.1 -1.4 -1.5
N 2.2816 -0.0343 0.6523 -0.7 -2.7 -1.8
S -1.7492 1.5247 -0.6224 1.0 -0.7 1.5
```
Forces are in eV/Å.

Properties
HOMO energy	-0.31944	Eh
multiplicity	1

Results of the Mulliken charge analysis, in e, for atoms 1 through 4: -0.72, -0.22, -0.54, 0.29

=====

[7]
Molecular formula: C5H8N2S
Method: DFT, ωB97M-V/def2-TZVPD

XYZ file:
```
16
Properties=species:S:1:pos:R:3:forces:R:3
C -1.6724 1.8242 0.0670 0.0 -0.1 0.7
N -0.3721 1.1821 -0.0646 -0.3 -0.1 0.0
C -0.2358 -0.0400 -0.3654 -0.1 0.1 0.0
C -1.2670 -1.0846 -0.6214 -1.0 -0.1 0.5
S -2.6691 -1.2854 0.1813 0.8 0.2 -0.4
N 1.0446 -0.5749 -0.5982 0.2 0.1 -0.3
C 2.1709 -0.0260 0.1213 0.0 0.7 0.2
C 1.6663 -1.3733 0.4483 0.3 -0.7 -0.4
H -2.0147 1.7463 1.1303 0.2 0.0 -0.9
H -2.4487 1.4015 -0.5868 0.1 0.1 0.2
H -1.5420 2.8888 -0.1500 -0.1 -0.2 0.0
H -1.0010 -1.8020 -1.3949 0.1 0.1 0.0
H 3.0827 0.1043 -0.4417 0.0 -0.1 -0.2
H 1.9594 0.7988 0.8036 -0.1 -0.3 -0.1
H 2.1877 -2.2757 0.1186 -0.1 0.3 0.1
H 1.1110 -1.4842 1.3527 -0.3 0.0 0.6
```
Forces are in eV/Å.

Properties
SMILES	C/N=C(\C=S)N1CC1
HOMO energy	-0.32600	Eh
multiplicity	1

Results of the Mulliken charge analysis, in e, for atoms 1 through 4: -0.82, -0.46, 0.72, -0.35

=====

In eV, the energy relative to the best compared isomer or geometry (same formula, charge and spin) values for the records above are, in order, 5.996, 5.310, 7.780, 4.329, 4.564, 8.117, 2.752.